Entry 1:
Entry from OMol25: a molecular structure, C37H56FeN2O4P4Si2 at a distorted geometry (ωB97M-V/def2-TZVPD).

Each line ends with the Löwdin spin population.
Element x y z (Å)
Fe (-0.334, -0.501, 0.180)  3.6042
C (2.623, -2.211, -2.030)  0.0000
Si (3.155, -1.115, -0.590)  0.0105
C (4.575, -0.126, -1.285)  0.0030
C (3.848, -2.189, 0.782)  0.0006
N (1.814, -0.240, 0.039)  0.0544
P (1.433, 1.313, -0.284)  0.0184
C (-0.128, 1.759, 0.216)  0.0779
P (-0.418, 1.441, 1.862)  0.0155
N (-0.390, -0.136, 2.238)  0.0580
Si (-1.043, -1.322, 3.275)  0.0119
C (-1.372, -0.738, 5.014)  0.0032
C (-2.641, -2.061, 2.635)  0.0019
C (0.231, -2.693, 3.344)  0.0004
C (-2.035, 2.175, 2.316)  0.0000
C (-2.954, 2.504, 1.320)  0.0009
C (-4.227, 2.956, 1.655)  0.0000
C (-4.587, 3.093, 2.988)  0.0007
C (-3.668, 2.792, 3.990)  -0.0002
C (-2.399, 2.337, 3.655)  0.0006
C (0.714, 2.274, 3.033)  0.0041
C (1.497, 1.532, 3.913)  0.0019
C (2.380, 2.168, 4.783)  0.0001
C (2.493, 3.550, 4.765)  0.0008
C (1.725, 4.300, 3.877)  0.0002
C (0.839, 3.667, 3.016)  0.0020
C (1.564, 1.523, -2.125)  0.0009
C (0.901, 0.590, -2.932)  0.0039
C (0.956, 0.645, -4.317)  0.0005
C (1.715, 1.628, -4.938)  0.0003
C (2.415, 2.539, -4.162)  -0.0001
C (2.342, 2.485, -2.772)  0.0001
C (2.670, 2.484, 0.384)  0.0039
C (3.654, 2.072, 1.276)  0.0024
C (4.521, 2.994, 1.855)  0.0002
C (4.409, 4.342, 1.547)  0.0015
C (3.403, 4.773, 0.689)  0.0002
C (2.528, 3.852, 0.129)  0.0028
H (3.196, -3.148, -2.081)  0.0000
H (1.556, -2.442, -1.954)  -0.0001
H (2.769, -1.674, -2.975)  0.0000
H (5.382, -0.820, -1.555)  0.0005
H (4.273, 0.412, -2.191)  0.0000
H (4.979, 0.605, -0.579)  0.0000
H (4.276, -3.122, 0.386)  0.0001
H (4.654, -1.660, 1.308)  0.0000
H (3.078, -2.442, 1.523)  0.0000
H (-2.304, -0.164, 5.069)  0.0000
H (-1.461, -1.600, 5.690)  0.0005
H (-0.555, -0.102, 5.382)  0.0001
H (-3.478, -1.382, 2.835)  0.0000
H (-2.572, -2.218, 1.552)  0.0013
H (-2.872, -3.026, 3.109)  0.0000
H (1.007, -2.467, 4.087)  0.0001
H (-0.202, -3.672, 3.599)  0.0000
H (0.715, -2.752, 2.363)  0.0002
H (-2.639, 2.435, 0.282)  0.0002
H (-4.936, 3.211, 0.873)  0.0000
H (-5.578, 3.445, 3.250)  0.0001
H (-3.941, 2.921, 5.032)  0.0000
H (-1.682, 2.107, 4.436)  0.0000
H (1.408, 0.450, 3.903)  0.0006
H (2.986, 1.585, 5.468)  0.0000
H (3.181, 4.047, 5.440)  0.0001
H (1.825, 5.379, 3.856)  0.0000
H (0.243, 4.244, 2.315)  0.0008
H (0.351, -0.219, -2.477)  0.0032
H (0.416, -0.089, -4.909)  0.0000
H (1.775, 1.672, -6.020)  0.0000
H (3.029, 3.297, -4.637)  0.0000
H (2.914, 3.196, -2.195)  0.0000
H (3.727, 1.018, 1.532)  0.0005
H (5.281, 2.658, 2.554)  0.0000
H (5.091, 5.060, 1.991)  0.0001
H (3.292, 5.831, 0.470)  0.0000
H (1.705, 4.193, -0.490)  0.0010
C (-4.444, -0.402, 0.112)  0.0014
O (-3.841, 0.093, -1.089)  0.0123
P (-2.248, 0.047, -1.368)  0.0285
O (-2.044, 1.432, -2.094)  0.0012
C (-2.821, 1.824, -3.233)  0.0002
O (-2.249, -0.901, -2.708)  0.0074
C (-2.927, -2.150, -2.622)  0.0008
H (-5.507, -0.194, 0.039)  0.0002
H (-4.048, 0.099, 0.991)  0.0004
H (-4.303, -1.478, 0.218)  0.0004
H (-2.802, 2.909, -3.251)  0.0001
H (-3.849, 1.474, -3.161)  0.0002
H (-2.358, 1.432, -4.137)  0.0001
H (-2.627, -2.748, -3.480)  0.0001
H (-4.007, -2.001, -2.657)  0.0002
H (-2.673, -2.683, -1.702)  0.0004
C (1.278, -4.565, 0.691)  0.0007
P (-0.173, -4.088, -0.238)  0.0065
C (0.061, -4.818, -1.860)  0.0015
C (-1.539, -4.966, 0.510)  0.0007
O (-0.433, -2.609, -0.281)  0.0395
H (1.541, -5.597, 0.440)  0.0001
H (1.088, -4.484, 1.764)  0.0000
H (2.100, -3.900, 0.425)  0.0000
H (-0.152, -5.890, -1.807)  0.0003
H (1.095, -4.671, -2.180)  0.0000
H (-0.604, -4.348, -2.582)  0.0000
H (-1.304, -6.028, 0.621)  0.0002
H (-2.428, -4.851, -0.117)  0.0000
H (-1.741, -4.525, 1.490)  0.0000

Force components x, y, z for each atom (eV/Å):
Fe 0.47 -0.84 0.26
C -0.07 -0.19 -0.10
Si -0.30 -0.09 -0.02
C 0.18 0.28 -0.04
C 0.15 -0.22 0.27
N -0.05 0.58 -0.51
P 0.06 0.65 -0.33
C 0.45 -0.71 0.56
P 0.12 0.72 0.19
N -0.76 -0.07 -0.24
Si 0.35 0.30 -0.04
C -0.04 0.12 0.35
C -0.24 -0.13 -0.10
C 0.12 -0.16 0.02
C -0.12 -0.08 0.00
C 0.11 0.08 -0.01
C 0.05 0.00 0.01
C 0.03 -0.02 0.04
C 0.02 0.01 -0.05
C -0.06 -0.05 -0.11
C 0.02 0.03 0.12
C -0.03 0.07 0.04
C -0.06 -0.07 -0.08
C -0.04 0.05 -0.01
C -0.07 -0.08 -0.03
C 0.06 -0.11 0.09
C 0.12 -0.12 -0.13
C 0.10 0.20 0.09
C 0.01 0.00 0.05
C 0.01 0.02 -0.01
C -0.01 0.00 0.06
C -0.12 -0.05 0.01
C 0.04 0.06 0.07
C 0.06 -0.03 -0.05
C -0.04 -0.02 -0.03
C -0.01 -0.02 -0.02
C -0.04 -0.08 -0.05
C 0.05 -0.01 0.06
H -0.09 0.15 -0.01
H 0.08 -0.02 -0.04
H -0.03 -0.08 0.10
H -0.10 0.09 0.01
H 0.07 -0.06 0.10
H 0.01 -0.07 -0.08
H -0.02 0.16 0.12
H -0.16 -0.08 -0.04
H 0.21 0.10 -0.09
H 0.13 -0.07 0.04
H -0.01 0.15 -0.08
H -0.16 -0.13 -0.04
H 0.06 -0.08 -0.08
H -0.05 -0.02 0.09
H 0.05 0.20 -0.04
H -0.06 -0.02 -0.12
H 0.10 0.16 -0.04
H -0.08 0.14 0.31
H -0.01 0.00 0.07
H 0.07 -0.02 0.04
H 0.05 0.00 0.00
H 0.03 -0.02 -0.05
H -0.02 0.03 -0.02
H 0.05 0.09 0.00
H -0.04 0.01 -0.04
H -0.04 -0.02 -0.05
H -0.01 -0.05 -0.01
H 0.04 -0.01 0.05
H -0.13 -0.12 0.10
H 0.06 0.06 0.08
H -0.01 0.00 0.04
H -0.03 -0.04 0.04
H 0.03 0.03 0.02
H 0.01 0.08 -0.02
H -0.06 0.01 -0.04
H -0.04 -0.04 -0.02
H 0.00 -0.08 0.01
H 0.04 -0.01 0.00
C 0.08 -0.05 -0.06
O -0.31 -0.08 0.35
P -0.35 -0.24 -0.65
O 0.10 0.26 0.00
C 0.11 -0.06 -0.02
O -0.06 -0.24 0.01
C -0.03 0.08 -0.04
H -0.07 0.05 -0.05
H 0.10 0.06 0.05
H 0.03 -0.01 -0.07
H 0.00 0.06 -0.01
H 0.01 -0.01 0.04
H 0.00 -0.01 0.01
H 0.06 -0.01 -0.02
H -0.01 0.01 0.01
H 0.07 -0.01 0.05
C 0.10 -0.17 0.05
P 0.04 0.14 0.13
C 0.07 -0.11 -0.14
C -0.23 -0.06 0.07
O -0.09 0.09 -0.03
H 0.01 0.07 0.02
H 0.09 -0.13 -0.25
H -0.06 -0.13 -0.02
H 0.04 0.09 -0.05
H -0.12 0.01 -0.02
H -0.04 0.00 -0.01
H -0.05 0.09 0.00
H 0.03 -0.04 0.08
H 0.02 -0.08 -0.08

Values from the calculation:
net charge = 0
spin multiplicity = 5
E_LUMO (spin up / spin down) = 0.30 / 0.29 eV
Kohn-Sham gap (spin up / spin down) = 0.2421 / 0.2683 Eh


Entry 2:
Entry from OMol25: a molecular structure, C37H57N4OPTeTi at a distorted geometry (ωB97M-V/def2-TZVPD).

Each line ends with the Löwdin charge.
Element x y z (Å)
Ti (0.809, 0.631, 0.073)  0.9702
C (0.389, 2.548, 1.279)  -0.0559
C (-0.105, 1.476, 2.094)  -0.1178
C (1.017, 0.590, 2.320)  -0.1625
C (2.154, 1.232, 1.731)  -0.0582
C (1.795, 2.481, 1.169)  -0.1958
C (2.693, 3.624, 0.761)  -0.5057
C (2.169, 4.396, -0.472)  0.0062
C (4.144, 3.176, 0.553)  -0.0093
C (2.654, 4.549, 2.005)  0.0079
C (1.231, -0.725, 3.104)  -0.5061
C (2.553, -1.377, 2.651)  -0.0351
C (1.378, -0.381, 4.600)  0.0031
C (0.117, -1.765, 2.933)  -0.0350
C (-1.463, 1.661, 2.792)  -0.4850
C (-2.347, 2.648, 2.011)  -0.0326
C (-2.285, 0.391, 3.072)  -0.0334
C (-1.087, 2.340, 4.130)  0.0164
H (-0.190, 3.407, 0.982)  0.1362
H (3.170, 0.889, 1.843)  0.1415
H (2.745, 4.151, -1.367)  0.0809
H (2.280, 5.469, -0.323)  0.1097
H (1.114, 4.213, -0.682)  0.0760
H (4.253, 2.474, -0.281)  0.0688
H (4.576, 2.728, 1.450)  0.1055
H (4.758, 4.041, 0.303)  0.1196
H (1.645, 4.916, 2.205)  0.1025
H (3.294, 5.410, 1.813)  0.1152
H (3.028, 4.041, 2.897)  0.1081
H (3.428, -0.845, 3.025)  0.1065
H (2.640, -1.448, 1.560)  0.0439
H (2.609, -2.389, 3.050)  0.1118
H (2.034, 0.479, 4.757)  0.1100
H (1.819, -1.234, 5.117)  0.1138
H (0.417, -0.178, 5.070)  0.0817
H (-0.106, -1.961, 1.879)  0.0161
H (-0.798, -1.475, 3.432)  0.0590
H (0.439, -2.707, 3.379)  0.1126
H (-2.541, 2.319, 0.984)  0.0595
H (-1.937, 3.658, 1.986)  0.0994
H (-3.309, 2.723, 2.514)  0.1095
H (-2.159, -0.356, 2.290)  0.0147
H (-3.341, 0.653, 3.136)  0.0986
H (-2.023, -0.060, 4.028)  0.0942
H (-0.454, 3.217, 3.975)  0.1071
H (-0.578, 1.659, 4.807)  0.0805
H (-2.005, 2.677, 4.615)  0.1197
O (2.597, 0.651, -1.139)  -0.1694
C (2.498, 1.364, -2.404)  -0.0861
C (1.061, 1.686, -2.661)  -0.2268
C (0.659, 2.146, -3.898)  0.0510
C (-0.636, 2.609, -4.058)  0.0486
C (-1.507, 2.594, -2.969)  0.0117
C (-1.061, 2.091, -1.776)  -0.1037
N (0.204, 1.618, -1.613)  -0.0131
H (3.509, 0.726, -0.810)  0.1304
H (2.937, 0.768, -3.202)  0.1528
H (3.055, 2.297, -2.324)  0.1359
H (1.365, 2.173, -4.719)  0.1545
H (-0.960, 3.001, -5.015)  0.1489
H (-2.511, 2.988, -3.050)  0.1388
H (-1.696, 2.068, -0.904)  0.0824
C (-5.421, -1.829, 0.264)  -0.0726
N (-4.312, -2.889, 0.076)  -0.0524
C (-4.271, -3.282, -1.415)  -0.0755
N (-4.081, -2.126, -2.223)  -0.1332
C (-5.156, -1.154, -1.999)  -0.1180
N (-5.192, -0.723, -0.601)  -0.1321
C (-4.043, 0.094, -0.229)  -0.2894
P (-2.438, -0.860, -0.387)  0.9679
C (-2.983, -2.375, 0.553)  -0.2515
C (-2.751, -1.542, -2.105)  -0.3059
H (-5.414, -1.540, 1.314)  0.1537
H (-6.359, -2.327, 0.027)  0.1601
H (-4.556, -3.720, 0.621)  0.1955
H (-5.227, -3.755, -1.628)  0.1597
H (-3.467, -4.006, -1.534)  0.1532
H (-6.110, -1.613, -2.259)  0.1549
H (-5.007, -0.290, -2.644)  0.1456
H (-4.150, 0.458, 0.793)  0.0859
H (-4.001, 0.965, -0.885)  0.0972
H (-3.075, -2.134, 1.611)  0.0956
H (-2.246, -3.170, 0.448)  0.0966
H (-2.000, -2.298, -2.339)  0.0695
H (-2.643, -0.733, -2.829)  0.0997
C (1.214, -2.038, -3.005)  -0.3224
Te (0.803, -2.079, -0.891)  1.4210
C (2.794, -2.875, -0.775)  -0.3366
C (2.903, -3.631, -2.076)  -0.3042
C (3.774, -4.703, -2.207)  -0.0029
C (3.871, -5.363, -3.426)  -0.0198
C (3.089, -4.969, -4.500)  -0.0244
C (2.203, -3.908, -4.368)  -0.0112
C (2.121, -3.232, -3.158)  -0.3084
H (1.692, -1.089, -3.242)  0.0461
H (0.281, -2.120, -3.560)  0.0677
H (2.871, -3.501, 0.110)  0.0771
H (3.489, -2.040, -0.691)  0.0641
H (4.372, -5.031, -1.365)  0.1321
H (4.548, -6.201, -3.529)  0.1302
H (3.157, -5.498, -5.442)  0.1292
H (1.583, -3.616, -5.208)  0.1280

Force components x, y, z for each atom (eV/Å):
Ti 0.42 -0.69 -0.80
C 0.10 0.04 0.27
C 0.04 0.07 0.32
C -0.01 -0.24 0.32
C 0.03 0.24 0.28
C -0.03 0.24 0.16
C 0.06 -0.12 -0.14
C 0.03 -0.05 0.05
C -0.04 0.05 0.05
C -0.03 0.03 0.07
C 0.02 0.02 -0.02
C 0.00 0.09 0.06
C -0.02 0.01 0.04
C 0.04 0.00 0.06
C -0.03 -0.13 -0.23
C 0.02 0.00 -0.03
C 0.05 0.11 0.07
C -0.04 0.11 0.02
H -0.05 -0.09 -0.17
H 0.04 -0.15 -0.17
H -0.04 -0.01 0.00
H 0.04 -0.01 -0.01
H -0.01 0.03 0.04
H 0.04 0.03 -0.02
H -0.03 0.02 -0.04
H 0.00 -0.02 0.01
H 0.04 0.00 -0.03
H 0.00 -0.02 0.02
H -0.03 0.02 -0.03
H -0.01 0.00 -0.02
H -0.03 -0.03 -0.02
H 0.01 0.02 0.02
H -0.01 -0.05 -0.01
H -0.03 0.02 0.00
H 0.01 0.02 -0.02
H -0.02 -0.02 -0.07
H 0.03 -0.04 0.00
H 0.00 0.04 -0.02
H -0.01 -0.02 0.04
H -0.02 -0.03 -0.01
H -0.01 0.03 0.00
H -0.02 0.04 -0.03
H 0.03 0.01 0.05
H 0.03 -0.02 -0.04
H -0.06 -0.02 0.00
H 0.03 -0.01 -0.01
H 0.02 -0.03 0.02
O -0.32 0.29 0.09
C 0.02 -0.07 0.05
C -0.11 0.01 0.25
C 0.00 0.07 -0.13
C -0.04 0.04 -0.07
C -0.03 0.05 -0.12
C 0.27 -0.09 -0.01
N -0.23 0.57 -0.55
H -0.17 0.01 0.10
H 0.01 -0.11 -0.01
H 0.08 0.04 0.00
H -0.02 0.01 0.01
H 0.01 -0.01 0.02
H 0.00 -0.01 -0.01
H -0.01 0.00 0.08
C 0.08 0.05 -0.05
N 0.07 0.03 0.01
C 0.04 0.14 0.00
N -0.05 -0.01 0.04
C 0.10 -0.01 0.06
N 0.02 -0.02 -0.02
C 0.06 -0.20 -0.04
P -0.07 0.23 -0.01
C -0.03 0.03 -0.06
C -0.04 0.01 0.19
H 0.00 0.02 0.03
H -0.04 0.00 -0.03
H -0.02 0.00 0.03
H -0.05 -0.01 -0.03
H 0.04 -0.02 -0.01
H -0.02 -0.02 0.01
H 0.00 0.01 -0.01
H -0.04 -0.02 0.01
H -0.04 0.02 0.00
H -0.04 -0.05 0.05
H 0.02 -0.06 -0.03
H 0.02 -0.05 -0.03
H -0.02 0.02 -0.05
C -0.03 0.15 0.10
Te -0.05 -0.43 0.28
C -0.02 0.00 -0.07
C 0.06 0.00 0.08
C 0.05 -0.06 -0.02
C 0.06 -0.03 0.10
C -0.05 0.01 -0.09
C 0.01 -0.01 -0.04
C -0.03 0.03 -0.13
H 0.00 -0.02 -0.04
H 0.00 -0.03 0.00
H -0.02 -0.04 0.00
H 0.06 0.02 0.01
H -0.01 0.01 -0.03
H -0.02 0.02 0.01
H 0.00 0.01 0.03
H 0.03 0.00 0.04

Values from the calculation:
net charge = +4
E_LUMO = -12.82 eV
Kohn-Sham gap = 0.1925 Eh